{
  "formula": "C16H54F3N24O14Ti",
  "method": "ωB97M-V/def2-TZVPD",
  "species": ["H", "O", "F", "C", "O", "N", "C", "H", "H", "H", "C", "C", "N", "H", "O", "N", "O", "H", "H", "N", "H", "H", "H", "H", "H", "C", "N", "H", "H", "H", "N", "H", "H", "H", "C", "Ti", "H", "N", "H", "N", "H", "N", "N", "H", "C", "C", "H", "H", "C", "H", "H", "O", "N", "H", "H", "H", "H", "O", "N", "C", "H", "H", "H", "H", "H", "H", "H", "H", "N", "H", "H", "H", "N", "H", "N", "N", "O", "C", "N", "H", "H", "H", "O", "N", "C", "H", "C", "H", "F", "O", "H", "C", "H", "H", "H", "H", "O", "N", "F", "O", "O", "N", "H", "N", "N", "C", "C", "O", "N", "H", "N", "O"],
  "positions_angstrom": [[0.665359, -3.727670, -25.053896], [0.416081, -5.839734, -21.456336], [-3.445957, -1.578404, -19.535599], [-5.516661, -3.700016, -23.614563], [1.397722, -0.986686, -23.864142], [-9.095555, 0.059365, -22.544491], [-5.551350, 0.125382, -26.788201], [-4.461783, 1.838248, -18.376707], [-5.836471, 5.254479, -20.789978], [-2.344520, -2.629796, -23.220579], [0.777734, -1.181119, -18.708848], [-0.136396, 0.355893, -26.658780], [0.086673, -0.472750, -19.490155], [-4.053053, -4.563854, -24.736151], [-3.136668, -4.789646, -26.168844], [0.743664, -2.727935, -24.933500], [-4.235172, 1.938270, -16.053763], [-9.663466, 0.227121, -23.362683], [-4.603905, -2.184599, -24.539026], [-4.551207, -4.523138, -23.858496], [-1.768977, -2.392253, -25.675081], [-3.092825, -1.815022, -30.620228], [-2.345630, -0.100252, -21.690597], [-0.350095, 4.843564, -19.643524], [-6.371553, -0.603760, -21.837021], [-2.513772, -1.758126, -25.194154], [-3.436540, -0.217409, -16.448172], [-2.112357, -7.648628, -26.312777], [-1.478619, 4.994616, -20.945391], [-7.927462, -0.623561, -20.916636], [-1.598020, -5.724708, -27.394534], [-0.625885, -0.898253, -20.065757], [-6.754161, 5.420915, -22.161173], [-7.150771, 0.039759, -25.726804], [-2.419182, -1.625378, -23.637314], [-5.031086, 0.965208, -23.725294], [-6.131478, 3.314114, -19.949848], [-1.572347, -5.332515, -21.950987], [-1.194901, -4.860372, -27.726984], [-6.453823, 4.784571, -21.436631], [-2.238813, -0.770113, -25.563373], [-0.958422, 1.081548, -27.312735], [-4.295727, 0.903375, -18.032419], [1.085135, -3.186422, -18.640536], [-0.425451, -5.714973, -22.317866], [-7.903642, -0.127749, -22.891906], [-5.977709, -0.272107, -28.618920], [-4.540759, -5.402032, -23.360955], [-3.090636, -1.817740, -20.822295], [-4.544256, -2.785603, -30.972453], [0.114171, 0.513395, -19.273697], [-5.875903, 3.287369, -23.037062], [-5.228053, -0.008590, -27.995481], [-5.342346, 2.059106, -20.804165], [-1.327007, -6.642574, -27.717286], [-0.282633, -2.718752, -19.599871], [0.654335, -5.903377, -23.826833], [-0.636283, 2.379884, -19.411671], [-0.310655, -5.683579, -23.625383], [-1.340092, 3.165274, -20.121733], [-3.753955, -0.866137, -17.154220], [1.675138, -4.047741, -23.360905], [-2.305729, -5.324190, -22.645380], [-2.436506, -0.130000, -16.336872], [-4.282124, -0.084031, -28.341354], [-2.842617, 3.474628, -21.470779], [-1.761123, -5.212270, -20.966099], [-3.602954, -6.994349, -25.514107], [-2.377559, 2.829456, -20.848215], [-2.661430, 1.861781, -20.792241], [-1.103787, -5.708847, -24.250191], [0.177022, 1.855494, -25.315018], [0.493426, -2.455724, -19.009405], [-2.393891, -2.172549, -28.555403], [-6.798991, 0.295668, -26.638325], [-2.871400, -6.990232, -26.210473], [-4.727763, 0.165528, -25.853936], [1.401212, -2.195280, -23.981427], [-7.378139, -0.567664, -21.762342], [-1.405611, 0.683987, -28.126406], [-9.353941, -0.221461, -21.609361], [0.858675, 0.345021, -24.978588], [-4.798649, -3.912953, -28.952644], [-5.502762, -2.601008, -24.342164], [-3.344949, -0.535486, -21.683745], [-7.193234, 0.550084, -27.532725], [-2.576483, -5.793623, -26.571046], [-2.814609, -3.537457, -27.474590], [-3.832105, -2.865536, -21.070017], [-3.509630, -0.846504, -23.061051], [-6.384901, -2.124331, -24.220826], [-4.047877, 0.931743, -16.774487], [0.432974, -2.141252, -25.694668], [-4.260586, 0.069743, -18.601565], [2.115974, -2.647616, -22.256208], [-1.331936, 1.939859, -26.933407], [1.469989, -0.726762, -17.842763], [-1.116785, 4.453741, -20.172978], [-1.768660, -2.093802, -20.647247], [-7.284661, 0.138692, -23.832511], [-4.448802, 0.311607, -21.348480], [-3.836969, -2.438095, -30.340726], [-3.459561, -2.042982, -25.655055], [-5.639336, 3.024221, -20.782827], [-2.938804, -2.987541, -28.312597], [-6.079369, 3.614057, -21.828708], [-3.888960, -3.165357, -29.210005], [-6.418630, -3.905537, -22.767324], [0.184584, 0.866634, -25.520455], [-1.473250, -1.103747, -23.491693], [1.769237, -3.075867, -23.102663], [0.208968, -0.793691, -26.947830]],
  "forces_ev_per_a": [[0.02, 0.34, 0.08], [2.62, -0.97, -0.17], [-0.22, 1.12, 0.86], [-3.81, 0.16, 2.87], [1.31, 2.05, 0.95], [-7.65, 2.02, -2.50], [3.37, 0.46, 4.83], [-0.51, -0.48, -0.76], [-0.29, -0.18, 0.16], [-0.29, 0.06, 0.48], [0.28, -1.96, 1.19], [1.11, -3.00, 1.04], [-2.95, 5.05, -3.36], [-0.10, 0.41, -0.29], [-0.85, 1.38, 0.72], [-2.64, -2.61, -5.27], [0.48, -1.79, -1.07], [-1.34, 0.16, 0.88], [-0.88, 0.38, -0.10], [3.32, -3.44, 0.10], [0.14, -0.33, 0.85], [-0.19, -0.48, -0.10], [0.26, 0.90, 0.67], [-0.10, -0.22, -0.24], [0.43, -0.33, 1.44], [0.13, 1.16, 0.19], [0.31, -2.72, 2.22], [-0.83, -0.58, 0.64], [0.14, 0.02, 0.36], [1.20, -0.27, -0.11], [3.61, -0.62, -2.82], [0.62, 1.01, 0.23], [-0.03, -0.11, -0.07], [-1.06, 0.63, -0.15], [0.23, -0.32, -1.49], [0.65, 0.01, 0.47], [0.37, -0.37, 0.19], [-6.58, 1.26, 1.59], [-0.17, -0.37, -0.10], [-2.63, 6.20, -0.34], [-0.46, 0.10, -0.23], [-3.47, 2.44, -4.10], [-2.24, 1.93, -4.40], [-0.37, 0.07, 0.00], [1.67, 0.76, 2.20], [0.95, -1.78, 7.58], [0.69, -0.13, -0.30], [-0.40, 0.28, 0.21], [-1.55, 1.17, 2.39], [0.31, 0.60, -0.38], [-0.64, 0.24, -0.52], [-1.09, -0.76, 1.51], [2.30, -0.96, -6.82], [0.37, -0.36, -0.16], [0.76, 0.77, -0.78], [0.71, 0.03, 0.34], [-0.40, -0.42, -1.28], [-1.85, 1.52, -1.50], [2.59, -0.88, -2.74], [2.55, -2.68, 2.52], [1.15, -0.74, 0.42], [0.38, 0.33, 1.13], [-0.40, 0.48, 0.71], [-0.06, -0.25, 0.14], [-0.29, -0.02, 0.40], [-0.05, -0.43, 0.23], [-0.20, -0.18, -0.34], [0.21, -0.97, 0.00], [-1.77, -1.99, -1.13], [-0.37, 0.18, -0.39], [0.61, -0.03, -0.07], [-0.31, -0.17, -0.26], [1.11, -4.09, 0.84], [0.80, -0.35, 1.00], [-4.01, 0.49, 0.56], [-1.31, -3.31, 1.61], [0.19, -0.17, 0.70], [-1.12, 1.68, 0.89], [4.29, -1.50, 1.17], [0.19, 0.29, 0.18], [-1.11, 0.25, -1.12], [0.09, -0.41, 0.38], [-1.66, -1.35, -0.76], [-0.67, 1.35, -1.21], [-1.40, 1.73, -0.47], [-1.57, -0.14, 1.08], [-0.85, 3.23, 0.39], [-0.67, 0.24, 0.24], [0.40, -1.25, -1.68], [0.21, -1.15, -1.12], [0.66, 0.82, -0.12], [0.72, 3.43, 3.65], [0.13, 0.27, -0.27], [0.22, 0.76, -0.35], [0.19, -1.05, 0.27], [-0.01, -0.33, -0.11], [2.03, -0.10, 1.73], [1.29, 3.61, 0.13], [-0.65, -0.98, -1.83], [3.33, 1.52, -7.10], [2.49, -2.01, -0.73], [-0.53, 0.53, -1.18], [0.12, 0.14, 0.25], [0.93, -4.11, 3.80], [2.62, 2.08, -0.37], [2.49, -1.22, -5.16], [-0.83, -0.92, 1.47], [0.90, -0.13, -0.91], [2.15, 1.89, 3.88], [0.08, 0.04, 0.44], [2.00, -0.91, 2.61], [-0.10, -0.69, -1.23]],
  "relative_energy_ev": 6.959,
  "e_lumo_ev": [-0.336, -0.340],
  "energy_ev": -113165.6302,
  "s_squared": 3.752,
  "homo_energy_ev": [-4.117, -8.523],
  "spin_multiplicity": 4
}